(1)
C16H19N3O3S2 in the gas phase. Source: the OMol25 dataset; level of theory: the ωB97M-V functional and the def2-TZVPD basis.

Summary:
orbital gap: 9.14 eV
E_tot: -1807.481512 a.u.
ΔE to the lowest compared entry with this formula, charge and spin: 12.6 kcal per mole
SMILES: CCS(=O)(=O)N1Cc2ccccc2C[C@@H]1C(=O)Nc1ncc(C)s1
HOMO level: -8.5 eV
F_max: 1.09 eV/Å

Last column: Löwdin charge in e.
Element x y z (Å)
C 0.1954 -4.7823 -0.1386  -0.119
C -0.5566 -3.5203 -0.4990  -0.264
H -0.3630 -3.1861 -1.5135  0.080
H -1.6236 -3.6015 -0.3165  0.103
S 0.0211 -2.1916 0.5871  0.679
O -0.3227 -2.5268 1.9392  -0.281
O 1.4049 -1.9053 0.3057  -0.264
N -0.9151 -0.8855 0.1005  -0.171
C -0.2335 0.1497 -0.6580  -0.234
C 0.7655 -0.5078 -1.5879  -0.458
O 0.4409 -1.3578 -2.3896  0.077
N 2.0518 -0.0305 -1.6049  0.113
C 2.7115 0.7195 -0.6670  -0.613
N 2.2077 1.5872 0.1345  0.048
C 3.1545 2.1536 0.9255  -0.184
C 4.4317 1.7400 0.7312  -0.578
S 4.4562 0.5360 -0.5281  1.090
C 5.6712 2.1780 1.4200  -0.109
H 6.3897 2.5734 0.7029  0.076
H 5.4338 2.9509 2.1468  0.081
H 6.1392 1.3400 1.9357  0.077
H 2.8424 2.8917 1.6416  0.114
H 2.6563 -0.5748 -2.2121  0.149
C -1.2814 0.8712 -1.5150  -0.056
C -2.4638 1.2968 -0.6934  -0.161
C -3.3254 2.2786 -1.1694  -0.037
C -4.4330 2.6652 -0.4394  -0.086
C -4.6917 2.0703 0.7849  -0.086
C -3.8407 1.0938 1.2660  -0.036
C -2.7268 0.6987 0.5345  -0.146
C -1.8007 -0.3391 1.1048  -0.142
H -1.2212 0.1134 1.9268  0.144
H -2.3630 -1.1736 1.5276  0.129
H -4.0349 0.6272 2.2209  0.115
H -5.5547 2.3671 1.3617  0.101
H -5.0929 3.4293 -0.8221  0.101
H -3.1195 2.7408 -2.1241  0.113
H -1.6159 0.1794 -2.2948  0.137
H -0.8238 1.7358 -1.9998  0.136
H 0.2714 0.8600 0.0081  0.131
H 1.2614 -4.6218 -0.2806  0.078
H 0.0211 -5.0262 0.9069  0.075
H -0.1240 -5.6168 -0.7592  0.079

(2)
C16H19N3O4 in the gas phase. Source: the OMol25 dataset; level of theory: the ωB97M-V functional and the def2-TZVPD basis.

Summary:
orbital gap: 8.96 eV
E_tot: -1086.251244 a.u.
ΔE to the lowest compared entry with this formula, charge and spin: 103.5 kcal per mole
SMILES: COC[C@@H]1CCN(Cc2nc(-c3ccc4c(c3)OCO4)no2)C1
HOMO level: -8.2 eV
F_max: 1.27 eV/Å

Last column: Löwdin charge in e.
Element x y z (Å)
C -4.6674 -2.3896 0.3489  -0.105
O -4.3604 -1.8939 -0.9307  -0.192
C -2.9934 -1.7554 -1.2329  -0.196
C -2.2845 -0.5171 -0.6519  -0.247
H -1.3946 -0.3693 -1.2708  0.129
C -1.8641 -0.6181 0.8274  -0.121
C -2.5416 0.5849 1.5125  -0.165
N -2.8922 1.5425 0.4745  -0.150
C -1.9374 2.6153 0.2683  -0.099
C -0.6024 2.1536 -0.2077  -0.322
N 0.3768 1.6870 0.5032  0.211
C 1.3122 1.3401 -0.4357  -0.304
N 0.9099 1.5912 -1.6569  0.138
O -0.3347 2.1234 -1.5199  0.034
C 2.5930 0.7580 -0.0969  -0.165
C 2.8996 0.5203 1.2389  -0.024
C 4.1174 -0.0346 1.6143  0.017
C 5.0034 -0.3364 0.6070  -0.200
C 4.6968 -0.0990 -0.7381  -0.190
C 3.5005 0.4459 -1.1212  0.071
H 3.2525 0.6345 -2.1510  0.125
O 5.7523 -0.4919 -1.5162  0.039
C 6.7335 -0.9773 -0.6265  -0.155
O 6.2523 -0.8803 0.6981  0.040
H 6.9573 -2.0303 -0.8603  0.141
H 7.6537 -0.3798 -0.7280  0.141
H 4.3630 -0.2209 2.6460  0.119
H 2.1691 0.7793 1.9885  0.108
H -1.8091 3.1415 1.2167  0.133
H -2.3548 3.3014 -0.4730  0.133
C -3.1820 0.7387 -0.7021  -0.127
H -3.0434 1.3152 -1.6158  0.128
H -4.2292 0.4261 -0.6450  0.124
H -1.9022 1.0463 2.2632  0.117
H -3.4758 0.2749 1.9923  0.109
H -2.1705 -1.5586 1.2804  0.099
H -0.7810 -0.5432 0.9233  0.094
H -2.4418 -2.6602 -0.9354  0.127
H -2.9705 -1.6813 -2.3244  0.129
H -5.7198 -2.6699 0.3193  0.091
H -4.0663 -3.2756 0.5869  0.092
H -4.5243 -1.6368 1.1306  0.074

(3)
C16H19N3O4S in the gas phase. Source: the OMol25 dataset; level of theory: the ωB97M-V functional and the def2-TZVPD basis.

Summary:
orbital gap: 9.24 eV
E_tot: -1484.563871 a.u.
ΔE to the lowest compared entry with this formula, charge and spin: 34.4 kcal per mole
SMILES: CCOC(=O)CSc1ncnc2c(C(=O)OCC)c3n(c12)CCC3
HOMO level: -8.9 eV
F_max: 1.22 eV/Å

Last column: Löwdin charge in e.
Element x y z (Å)
C -2.3998 -2.4903 2.7185  -0.055
C -1.8838 -1.9731 1.3851  -0.207
H -1.4007 -2.7645 0.8084  0.128
H -1.1798 -1.1485 1.5402  0.120
O -2.9582 -1.5143 0.5592  -0.011
C -3.3375 -0.2461 0.6790  -0.586
O -2.8476 0.5474 1.4420  0.090
C -4.4030 0.0846 -0.3383  -0.326
H -4.7819 -0.8138 -0.8211  0.087
H -5.1992 0.6837 0.0975  0.088
S -3.6069 1.1501 -1.5969  0.965
C -2.1791 0.0874 -1.8378  -0.523
N -2.3642 -1.0620 -2.4477  0.086
C -1.3409 -1.9092 -2.5183  -0.201
N -0.1374 -1.7491 -2.0207  0.165
C 0.0815 -0.5953 -1.4015  -0.148
C 1.2209 -0.0825 -0.7055  0.003
C 0.8391 1.1622 -0.2372  -0.123
N -0.4330 1.4424 -0.5969  0.018
C -0.9458 0.4044 -1.3003  -0.150
C -0.9381 2.6827 -0.0654  -0.117
H -1.6032 2.4693 0.7788  0.113
H -1.5001 3.2330 -0.8218  0.115
C 0.3530 3.3947 0.3725  -0.123
H 0.6929 4.0599 -0.4219  0.113
H 0.2001 3.9865 1.2715  0.111
C 1.3877 2.2709 0.5839  -0.078
H 1.4364 1.9593 1.6299  0.132
H 2.3931 2.5513 0.2763  0.120
C 2.5133 -0.7373 -0.5194  -0.441
O 2.8087 -1.8433 -0.8894  0.124
O 3.3593 0.0730 0.1604  -0.024
C 4.6709 -0.4363 0.3929  -0.221
C 5.5727 -0.2356 -0.8169  -0.062
H 5.1875 -0.8031 -1.6603  0.076
H 5.6140 0.8171 -1.0874  0.076
H 6.5755 -0.5836 -0.5863  0.076
H 4.6004 -1.5020 0.6350  0.121
H 5.0411 0.1190 1.2578  0.121
H -1.5390 -2.8405 -3.0300  0.109
H -1.5714 -2.8886 3.2967  0.079
H -3.1321 -3.2774 2.5572  0.080
H -2.8656 -1.6824 3.2781  0.078

(4)
A molecular structure, C16H19N3ORuS2. Source: the OMol25 dataset; level of theory: the ωB97M-V functional and the def2-TZVPD basis.

Summary:
orbital gap: 6.84 eV
E_tot: -1751.278420 a.u.
ΔE to the lowest compared entry with this formula, charge and spin: 0.0 kcal per mole
net charge: +2
HOMO level: -15.4 eV
F_max: 0.18 eV/Å

Last column: Löwdin charge in e.
Element x y z (Å)
Ru -0.7788 1.5602 0.3128  1.091
C -2.0924 2.1282 -1.1247  -0.128
C -1.8728 0.7781 -1.6406  -0.382
C -2.6119 -0.3021 -1.1104  -0.033
C -2.4055 -1.5855 -1.5768  -0.034
C -1.4728 -1.8026 -2.5867  -0.010
C -0.7366 -0.7489 -3.1353  -0.037
C -0.9301 0.5303 -2.6655  -0.049
H -3.0532 2.3068 -0.6413  0.099
H -1.7682 2.9582 -1.7446  0.083
H -3.3702 -0.1107 -0.3578  0.133
H -2.9852 -2.4091 -1.1831  0.127
H -1.3304 -2.8050 -2.9707  0.129
H -0.0375 -0.9357 -3.9391  0.129
H -0.3927 1.3616 -3.1063  0.122
S 0.3268 4.7286 3.4035  0.913
C -0.2086 3.6763 2.4100  -0.891
N -0.6473 2.8605 1.6224  -0.151
N 1.6980 -5.0253 1.5241  0.201
C 1.1907 -4.0754 2.3361  -0.488
O 1.1295 -4.1475 3.5399  0.116
C 0.7027 -2.7942 1.6781  -0.071
C 1.1699 -2.2953 0.4681  0.036
C 0.7234 -1.0663 0.0268  -0.116
N -0.1555 -0.3379 0.7341  -0.113
C -0.6283 -0.8283 1.8982  -0.072
C -0.2150 -2.0387 2.4006  0.050
H 1.9971 -5.8881 1.9532  0.136
H 1.5574 -5.0237 0.5300  0.108
H 1.9046 -2.8271 -0.1214  0.132
H 1.0691 -0.6394 -0.9048  0.100
H -1.3409 -0.2109 2.4346  0.127
H -0.5712 -2.4001 3.3558  0.144
C 2.4301 2.1412 0.6254  -0.286
S 1.1814 2.1626 -0.6758  0.838
C 1.1191 3.9275 -1.0253  -0.286
H 2.1880 2.8508 1.4123  0.039
H 3.3778 2.3986 0.1538  0.072
H 2.4885 1.1302 1.0230  0.049
H 2.1028 4.2128 -1.3966  0.072
H 0.8665 4.4886 -0.1293  0.050
H 0.3820 4.0970 -1.8065  0.052

The highest F_max belongs to which entry? C16H19N3O4

Which formula does entry 1 have? C16H19N3O3S2

Copy entry 4 word for word.
A molecular structure, C16H19N3ORuS2. Source: the OMol25 dataset; level of theory: the ωB97M-V functional and the def2-TZVPD basis.

Summary:
orbital gap: 6.84 eV
E_tot: -1751.278420 a.u.
ΔE to the lowest compared entry with this formula, charge and spin: 0.0 kcal per mole
net charge: +2
HOMO level: -15.4 eV
F_max: 0.18 eV/Å

Last column: Löwdin charge in e.
Element x y z (Å)
Ru -0.7788 1.5602 0.3128  1.091
C -2.0924 2.1282 -1.1247  -0.128
C -1.8728 0.7781 -1.6406  -0.382
C -2.6119 -0.3021 -1.1104  -0.033
C -2.4055 -1.5855 -1.5768  -0.034
C -1.4728 -1.8026 -2.5867  -0.010
C -0.7366 -0.7489 -3.1353  -0.037
C -0.9301 0.5303 -2.6655  -0.049
H -3.0532 2.3068 -0.6413  0.099
H -1.7682 2.9582 -1.7446  0.083
H -3.3702 -0.1107 -0.3578  0.133
H -2.9852 -2.4091 -1.1831  0.127
H -1.3304 -2.8050 -2.9707  0.129
H -0.0375 -0.9357 -3.9391  0.129
H -0.3927 1.3616 -3.1063  0.122
S 0.3268 4.7286 3.4035  0.913
C -0.2086 3.6763 2.4100  -0.891
N -0.6473 2.8605 1.6224  -0.151
N 1.6980 -5.0253 1.5241  0.201
C 1.1907 -4.0754 2.3361  -0.488
O 1.1295 -4.1475 3.5399  0.116
C 0.7027 -2.7942 1.6781  -0.071
C 1.1699 -2.2953 0.4681  0.036
C 0.7234 -1.0663 0.0268  -0.116
N -0.1555 -0.3379 0.7341  -0.113
C -0.6283 -0.8283 1.8982  -0.072
C -0.2150 -2.0387 2.4006  0.050
H 1.9971 -5.8881 1.9532  0.136
H 1.5574 -5.0237 0.5300  0.108
H 1.9046 -2.8271 -0.1214  0.132
H 1.0691 -0.6394 -0.9048  0.100
H -1.3409 -0.2109 2.4346  0.127
H -0.5712 -2.4001 3.3558  0.144
C 2.4301 2.1412 0.6254  -0.286
S 1.1814 2.1626 -0.6758  0.838
C 1.1191 3.9275 -1.0253  -0.286
H 2.1880 2.8508 1.4123  0.039
H 3.3778 2.3986 0.1538  0.072
H 2.4885 1.1302 1.0230  0.049
H 2.1028 4.2128 -1.3966  0.072
H 0.8665 4.4886 -0.1293  0.050
H 0.3820 4.0970 -1.8065  0.052

What is the HOMO level in the second record? -8.2 eV